(1)
DFT (ωB97M-V/def2-TZVPD) results for a cluster of 9 separate species, C13H36O13 in total at a distorted geometry.

Structure (XYZ):
```
62
Properties=species:S:1:pos:R:3:forces:R:3
C 17.859 22.518 1.867 -0.3 0.7 0.6
C 17.218 23.094 3.128 -0.5 -1.4 -0.3
C 16.748 24.542 3.053 0.7 -0.1 0.6
O 15.428 24.534 3.568 -0.2 0.2 0.1
C 14.997 23.273 3.745 0.7 -0.7 -0.5
O 13.937 22.962 4.167 -0.3 0.0 0.1
O 15.956 22.390 3.336 0.0 0.5 0.4
H 18.413 21.604 2.061 -0.2 -0.2 0.1
H 18.578 23.252 1.492 -0.2 0.0 -0.3
H 17.011 22.344 1.206 0.4 0.0 -0.5
H 17.853 22.848 3.980 -0.1 0.5 0.2
H 16.757 24.921 2.031 0.0 0.1 0.1
H 17.351 25.133 3.743 0.0 0.3 -0.4
C 21.615 16.897 0.167 1.3 -0.6 0.1
C 21.729 15.861 1.304 0.2 0.0 -1.2
C 23.150 15.415 1.676 -0.1 0.7 0.2
O 23.079 15.352 3.111 0.9 -0.7 -0.5
C 22.017 16.012 3.554 -0.9 0.2 0.2
O 21.765 16.227 4.695 0.1 0.1 -0.2
O 21.223 16.393 2.508 0.1 0.0 0.7
H 21.342 17.881 0.537 -0.5 -0.1 0.0
H 21.008 16.510 -0.646 -0.4 0.4 0.1
H 22.618 17.036 -0.251 -0.1 0.0 -0.1
H 21.175 14.963 1.010 -0.3 0.1 0.3
H 23.920 16.144 1.418 -0.1 0.1 0.0
H 23.428 14.464 1.234 -0.1 -0.2 0.3
C 21.692 25.301 0.906 -0.5 -0.6 -0.3
O 21.406 26.377 0.000 0.2 -0.3 0.7
H 22.720 25.259 1.267 0.0 0.4 -0.2
H 21.016 25.322 1.767 0.1 0.1 0.0
H 21.507 24.353 0.386 0.1 0.1 0.0
H 20.748 26.907 0.453 0.0 0.3 -0.2
C 18.948 18.856 2.928 0.4 0.8 -0.2
O 17.777 18.872 3.745 0.6 0.3 -0.1
H 19.434 17.885 2.948 -0.2 -0.1 -0.3
H 18.732 19.237 1.923 -0.4 -0.7 -0.1
H 19.710 19.598 3.207 -0.1 -0.2 0.6
H 18.003 19.429 4.495 -0.3 -0.1 0.1
C 23.744 22.157 -1.923 0.6 -1.3 -0.2
O 23.510 22.507 -0.577 -0.2 0.2 -0.3
H 22.847 21.994 -2.530 -0.3 0.4 0.2
H 24.409 22.842 -2.448 -0.2 0.4 0.2
H 24.258 21.183 -1.958 0.0 0.2 0.0
H 23.686 21.718 -0.042 0.2 0.2 0.1
C 24.349 19.161 1.649 -0.4 0.2 0.0
O 23.972 20.506 1.427 -0.5 0.4 0.1
H 23.954 18.519 0.856 0.4 -0.1 -0.1
H 25.435 19.173 1.685 0.0 -0.3 -0.1
H 23.971 18.743 2.590 0.0 0.3 0.1
H 22.998 20.653 1.480 0.5 -0.4 0.2
C 22.044 23.063 3.664 1.0 -1.3 -0.4
O 20.721 23.104 4.150 -0.2 0.6 0.0
H 22.053 23.135 2.576 -0.1 0.3 0.0
H 22.783 23.771 4.046 -0.7 0.5 0.3
H 22.501 22.088 3.867 -0.1 0.0 0.0
H 20.578 22.375 4.755 0.1 0.0 0.1
O 21.279 21.023 1.339 -0.3 -0.1 -0.2
H 20.897 20.705 0.503 -0.1 0.0 0.1
H 20.912 21.908 1.455 0.1 -0.1 0.0
O 19.576 19.963 -0.822 0.0 0.0 -0.2
H 19.505 20.268 -1.734 0.0 0.0 0.1
H 18.979 19.207 -0.762 0.1 0.1 0.1
```
Positions in Å, forces in eV/Å.

Values from the calculation:
Orbital gap in eV: 10.1
Total charge: 0
Highest occupied orbital energy in eV: -10.197
SMILES: C[C@H]1COC(=O)O1.C[C@H]1COC(=O)O1.CO.CO.CO.CO.CO.O.O
Lowest unoccupied orbital energy in Ha: -0.00535

(2)
DFT (ωB97M-V/def2-TZVPD) results for the molecule C5H6OS2 at a distorted geometry.

Structure (XYZ):
```
14
Properties=species:S:1:pos:R:3:forces:R:3
C -0.675 2.256 -0.659 -1.5 0.3 -0.6
C -1.212 1.074 -0.972 -0.5 1.7 0.2
C -0.528 -0.196 -0.703 0.8 -0.9 -0.5
S -1.590 -1.467 0.013 -0.1 -0.3 0.6
C 0.792 -0.145 0.023 0.4 0.8 0.0
S 2.241 -0.507 -0.560 0.1 -0.3 -0.4
C 0.784 0.456 1.388 -0.9 0.0 0.4
O -0.280 0.656 1.918 0.5 0.2 0.7
H 0.294 2.354 -0.190 -0.1 0.2 0.0
H -1.291 3.158 -0.852 0.8 -0.5 0.1
H -2.209 1.023 -1.481 1.0 -0.1 0.6
H -0.245 -0.555 -1.676 -0.1 -0.7 -0.6
H -1.446 -1.021 1.286 -0.3 -0.2 -0.5
H 1.761 0.711 1.853 -0.2 -0.2 -0.2
```
Positions in Å, forces in eV/Å.

Values from the calculation:
Orbital gap in eV: 7.7
ΔE to the lowest compared entry with this formula, charge and spin in eV: 1.869
Total charge: 0
Highest occupied orbital energy in eV: -9.306
SMILES: C=C[C@H](S)C(=S)C=O
Lowest unoccupied orbital energy in Ha: -0.05871

(3)
DFT (ωB97M-V/def2-TZVPD) results for a structure of composition C28H33IrN5O5S3.

Structure (XYZ):
```
75
Properties=species:S:1:pos:R:3:forces:R:3
Ir 0.492 -0.680 -0.566 0.6 0.2 -0.1
C -5.210 2.472 -2.170 0.0 0.0 0.0
C -4.336 1.260 -2.335 0.0 0.0 0.0
C -3.280 1.253 -3.236 0.0 0.0 0.0
C -2.453 0.147 -3.361 0.0 0.0 0.0
C -2.690 -0.972 -2.584 0.0 0.0 0.0
C -3.756 -0.995 -1.691 0.0 0.0 0.0
C -4.567 0.117 -1.571 0.0 0.0 0.0
S -1.580 -2.352 -2.634 0.0 -0.1 0.1
O -2.388 -3.549 -2.603 0.0 0.0 -0.1
O -0.689 -2.142 -3.741 0.0 0.0 0.0
N -0.732 -2.235 -1.268 -0.1 0.2 -0.2
C -1.184 -2.692 -0.052 0.0 0.2 0.0
C -2.121 -3.673 0.282 -0.1 -0.1 0.0
C -2.407 -3.850 1.622 0.0 0.0 0.0
C -1.781 -3.074 2.595 0.0 0.0 0.0
C -0.845 -2.145 2.182 0.1 -0.2 0.1
N -0.539 -1.982 0.899 -0.1 0.1 0.1
H -4.778 3.339 -2.669 0.0 0.0 0.0
H -5.333 2.719 -1.115 0.0 0.0 0.0
H -6.204 2.304 -2.590 0.0 0.0 0.0
H -3.079 2.138 -3.829 0.0 0.0 0.0
H -1.617 0.149 -4.046 0.0 0.0 0.0
H -3.937 -1.877 -1.091 0.0 0.0 0.0
H -5.382 0.108 -0.856 0.0 0.0 0.0
H -2.598 -4.253 -0.493 0.0 0.0 0.0
H -3.134 -4.598 1.912 0.0 0.0 0.0
H -2.010 -3.185 3.645 0.0 0.0 0.0
H -0.321 -1.515 2.890 0.0 0.0 0.0
O 3.198 1.500 4.851 0.0 0.0 0.0
S 2.042 0.880 4.255 0.0 0.1 0.2
O 0.812 0.946 5.010 0.0 0.0 -0.1
N 1.808 1.396 2.737 0.0 0.0 -0.2
C 1.962 0.418 1.860 0.0 0.0 -0.1
O 1.850 0.569 0.612 -0.4 0.0 0.1
C 2.338 -0.907 2.470 0.0 -0.1 0.1
C 2.608 -2.110 1.836 0.0 0.1 0.0
C 2.920 -3.203 2.634 0.0 -0.1 0.0
C 2.960 -3.097 4.023 0.0 0.0 0.0
C 2.707 -1.885 4.656 0.0 0.0 0.0
C 2.406 -0.808 3.846 0.0 0.1 -0.1
H 2.529 -2.179 0.757 0.0 0.0 0.0
H 3.121 -4.161 2.171 0.0 0.0 0.0
H 3.194 -3.971 4.618 0.0 0.0 0.0
H 2.747 -1.786 5.732 0.0 0.0 0.0
C 3.521 0.752 -1.937 0.0 -0.1 0.1
C 2.553 -0.068 -2.794 0.2 0.3 0.1
C 2.487 0.532 -4.203 0.0 0.0 0.0
C 3.063 -1.513 -2.895 -0.1 0.0 0.1
C 1.159 -0.115 -2.189 -0.1 -0.5 0.0
H 4.532 0.702 -2.352 0.0 0.0 0.0
H 3.540 0.383 -0.911 0.0 0.0 -0.1
H 3.223 1.804 -1.907 0.0 0.0 0.0
H 3.485 0.615 -4.642 0.0 0.0 0.0
H 2.042 1.530 -4.179 0.0 0.0 0.0
H 1.875 -0.095 -4.856 0.0 0.0 0.0
H 4.039 -1.535 -3.387 0.0 0.0 0.0
H 2.363 -2.124 -3.466 0.0 0.0 0.0
H 3.147 -1.945 -1.897 0.0 0.0 0.0
H 0.403 0.081 -2.967 0.1 -0.2 -0.1
C -1.479 2.979 2.866 0.0 0.0 0.0
N -0.702 3.263 1.686 0.0 -0.1 0.0
C 0.415 4.195 1.740 0.0 -0.1 0.0
C 1.206 3.868 0.460 0.0 0.0 0.0
N 0.331 2.927 -0.231 0.1 -0.2 -0.2
C -0.645 2.471 0.603 0.0 0.0 -0.2
S -1.600 1.142 0.242 -0.2 0.2 0.4
H -0.864 2.474 3.616 0.0 0.0 0.0
H -2.311 2.336 2.590 0.0 0.0 0.0
H -1.862 3.912 3.287 0.0 0.0 0.0
H 1.008 4.007 2.636 0.0 0.0 0.0
H 0.055 5.228 1.759 0.0 0.0 0.0
H 2.163 3.402 0.699 0.0 0.0 0.0
H 1.375 4.758 -0.147 0.0 0.0 0.0
H 0.736 2.197 -0.819 -0.1 0.3 0.3
```
Positions in Å, forces in eV/Å.

Values from the calculation:
Orbital gap (alpha / beta) in eV: 6.2 / 6.2
ΔE to the lowest compared entry with this formula, charge and spin in eV: 0.000
Total charge: -1
Highest occupied orbital energy (alpha / beta) in eV: -3.526 / -3.526
Lowest unoccupied orbital energy (alpha / beta) in Ha: 0.09727 / 0.09727